Entry 1:
ORCA calculation (the ωB97M-V functional and the def2-TZVPD basis) on a structure of composition C38H37IrN8O4P2.

Output
**Frontier orbital gap (alpha / beta)**: 6.49 / 6.74 eV
**<S²>**: 0.76
**HOMO (alpha / beta)**: -15.13 / -16.01 eV
**2S+1**: 2
**F_max**: 0.3 eV/A
**Total charge**: +3

```
90
C38H37IrN8O4P2 the ωB97M-V functional and the def2-TZVPD basis
Ir 0.349 -0.624 -0.844
C 4.687 -3.585 -2.350
N 3.913 -2.407 -1.945
C 4.434 -1.167 -1.708
C 3.395 -0.361 -1.347
N 2.253 -1.106 -1.375
C 2.583 -2.346 -1.738
P 1.425 -3.746 -1.864
C 0.648 -3.472 -0.233
N 0.203 -2.284 0.187
C -0.253 -2.417 1.469
C -0.085 -3.718 1.827
N 0.482 -4.360 0.761
C 0.864 -5.776 0.742
C 0.109 -2.877 -2.779
N -0.291 -1.634 -2.503
C -1.227 -1.284 -3.438
C -1.385 -2.335 -4.292
N -0.541 -3.321 -3.872
C -0.413 -4.645 -4.490
H 5.706 -3.269 -2.551
H 4.694 -4.322 -1.551
H 4.267 -4.015 -3.256
H 5.485 -0.963 -1.810
H 3.394 0.683 -1.080
H -0.657 -1.592 2.029
H -0.321 -4.231 2.743
H 0.218 -6.316 1.427
H 0.733 -6.179 -0.258
H 1.900 -5.886 1.056
H -1.712 -0.323 -3.447
H -2.026 -2.458 -5.148
H -1.158 -4.726 -5.275
H 0.577 -4.764 -4.923
H -0.598 -5.419 -3.749
O 2.253 -1.017 1.634
C 1.823 0.115 1.610
O 1.028 0.584 0.660
C 2.147 1.096 2.699
C 2.990 0.653 3.708
C 3.334 1.487 4.765
C 2.831 2.776 4.827
C 1.991 3.240 3.825
C 1.656 2.412 2.752
P 0.685 3.142 1.445
C -0.327 4.460 2.066
C -0.120 5.800 1.716
C -0.917 6.780 2.280
C -1.919 6.434 3.179
C -2.130 5.103 3.527
C -1.341 4.115 2.972
C 1.647 3.626 0.039
C 2.999 3.276 -0.053
C 3.733 3.667 -1.159
C 3.124 4.389 -2.181
C 1.776 4.721 -2.103
C 1.033 4.337 -1.000
H 3.367 -0.358 3.656
H 3.992 1.125 5.543
H 3.092 3.427 5.650
H 1.604 4.249 3.875
H 0.676 6.077 1.037
H -0.749 7.819 2.028
H -2.536 7.207 3.618
H -2.905 4.844 4.235
H -1.497 3.078 3.248
H 3.480 2.738 0.756
H 4.787 3.432 -1.218
H 3.706 4.704 -3.037
H 1.310 5.288 -2.897
H -0.016 4.602 -0.939
O -7.229 -3.508 0.963
C -6.936 -3.171 -0.369
N -6.011 -2.057 -0.285
C -4.790 -2.069 -0.837
O -4.328 -2.955 -1.536
C -3.918 -0.861 -0.569
C -4.342 0.458 -0.513
C -3.388 1.464 -0.405
C -2.053 1.125 -0.375
N -1.639 -0.154 -0.436
C -2.560 -1.119 -0.522
H -7.982 -4.108 0.991
H -7.832 -2.862 -0.912
H -6.435 -3.973 -0.911
H -6.251 -1.344 0.387
H -5.393 0.708 -0.579
H -3.676 2.505 -0.363
H -1.276 1.878 -0.306
H -2.218 -2.141 -0.598
```

=====

Entry 2:
ORCA calculation (the ωB97M-V functional and the def2-TZVPD basis) on a structure of composition C38H37N5O2SSeSiW.

Output
**Frontier orbital gap**: 6.25 eV
**HOMO**: -13.47 eV
**2S+1**: 1
**F_max**: 0.9 eV/A
**Total charge**: +2

```
86
C38H37N5O2SSeSiW the ωB97M-V functional and the def2-TZVPD basis
W 0.098 0.791 -0.517
O 3.098 0.550 2.185
C 2.581 0.751 1.123
N 1.356 1.414 0.916
C 0.656 1.720 2.129
C 1.070 2.642 3.073
C 0.290 2.820 4.203
C -0.872 2.076 4.378
C -1.286 1.146 3.437
C -0.501 0.969 2.305
N -0.807 0.170 1.162
C -1.856 -0.732 1.221
O -2.244 -1.304 2.204
C -2.540 -0.847 -0.103
C -3.682 -1.607 -0.238
C -4.379 -1.539 -1.434
C -3.911 -0.680 -2.416
C -2.742 0.027 -2.205
N -2.033 -0.073 -1.074
C 3.158 0.370 -0.191
C 4.461 -0.055 -0.300
C 4.975 -0.282 -1.569
C 4.149 -0.042 -2.653
C 2.841 0.360 -2.451
N 2.319 0.548 -1.227
H 1.985 3.200 2.926
H 0.587 3.537 4.954
H -1.468 2.221 5.269
H -2.181 0.565 3.595
H -4.008 -2.205 0.602
H -5.280 -2.118 -1.586
H -4.440 -0.554 -3.350
H -2.363 0.696 -2.967
H 5.042 -0.181 0.602
H 5.995 -0.615 -1.705
H 4.505 -0.164 -3.667
H 2.207 0.542 -3.304
C 1.188 -1.896 4.236
C 1.365 -3.320 3.701
C 0.372 -4.236 4.432
C 2.803 -3.783 3.978
C 1.109 -3.402 2.201
C 1.083 -4.662 1.568
C 0.851 -4.806 0.219
C 0.620 -3.652 -0.524
S 0.317 -3.508 -2.229
C 0.216 -1.818 -2.071
N 0.373 -1.364 -0.841
C 0.632 -2.394 0.074
C 0.902 -2.269 1.437
C 0.031 -0.841 -3.132
C -0.040 -1.179 -4.478
C -0.091 -0.170 -5.428
C -0.045 1.155 -5.017
C 0.007 1.480 -3.663
C 0.017 0.491 -2.686
H 1.333 -1.900 5.316
H 0.181 -1.518 4.039
H 1.918 -1.201 3.814
H 0.504 -4.129 5.509
H 0.524 -5.288 4.190
H -0.658 -3.970 4.187
H 3.003 -3.744 5.049
H 3.525 -3.139 3.473
H 2.967 -4.809 3.645
H 1.254 -5.551 2.159
H 0.845 -5.782 -0.246
H 0.927 -1.298 1.906
H -0.040 -2.217 -4.789
H -0.141 -0.413 -6.480
H -0.044 1.944 -5.758
H 0.057 2.523 -3.386
C -3.950 3.958 -1.698
Si -2.204 4.553 -1.882
C -1.744 6.028 -0.861
C -1.565 4.602 -3.623
Se -0.865 2.875 -0.691
H -4.618 4.696 -2.151
H -4.229 3.856 -0.649
H -4.118 3.007 -2.204
H -2.243 6.903 -1.287
H -0.671 6.216 -0.881
H -2.068 5.935 0.176
H -2.174 5.329 -4.169
H -1.665 3.652 -4.145
H -0.529 4.939 -3.667
```